# C7H18N2O

2 unconnected molecules or ions with the total composition C7H18N2O (ωB97M-V/def2-TZVPD, the Open Molecules 2025 dataset).

The geometry in XYZ format:
```
28
C7H18N2O | the Open Molecules 2025 dataset | ωB97M-V/def2-TZVPD
C -2.0402 0.7432 -1.0711
C -0.7969 -1.8854 1.0373
C -1.7900 2.2364 -1.1341
C -0.1096 -0.5433 1.1472
N -2.2817 0.1565 -2.3770
O -0.6083 0.3590 1.8274
H -2.8796 0.5319 -0.4014
H -3.0796 0.5994 -2.8292
H -1.4944 0.3010 -3.0062
H -0.4908 -2.4031 0.1258
H -0.5608 -2.4970 1.9102
H -1.8789 -1.7274 0.9971
H -1.5712 2.6166 -0.1308
H -0.9338 2.4653 -1.7767
H -2.6624 2.7686 -1.5275
C 1.4155 -0.4693 0.6710
C 1.9477 0.9593 0.8339
C 2.2318 -1.4347 1.5289
N 1.5228 -0.8677 -0.7408
H -1.1225 0.2341 -0.6391
H 2.5026 -0.9145 -1.0183
H 1.0990 -0.1529 -1.3326
H 3.0166 1.0186 0.5980
H 2.0581 -1.2507 2.5946
H 1.8287 1.3115 1.8644
H 1.4123 1.6601 0.1823
H 1.9597 -2.4779 1.3326
H 3.3060 -1.3375 1.3340
```

LUMO = 0.832 eV
SMILES string = CC(=O)C(C)(C)N.CCN
energy above the lowest of the compared OMol25 structures with the same formula, charge and spin = 20.6 kcal/mol
E = -12578.4362 eV
Kohn-Sham gap = 10.03 eV

natural (NBO) population analysis, charges in e, atoms 1 to 2: -0.20, -0.74


# C7H10

A molecular structure, C7H10 (ωB97M-V/def2-TZVPD, the Open Molecules 2025 dataset).

The geometry in XYZ format:
```
17
C7H10 | the Open Molecules 2025 dataset | ωB97M-V/def2-TZVPD
C -1.0519 0.8995 0.7669
C 0.2058 0.2096 1.3598
C 0.1111 -1.0494 0.8363
C 0.5438 -0.7321 -0.5775
C 1.9132 -0.0628 -0.4089
C 1.1214 0.9625 0.3792
C -0.1441 0.7800 -0.5108
H -1.9997 0.3594 0.8156
H -1.1935 1.9560 1.0284
H -2.8391 -1.8364 -0.4272
H -2.4911 -1.4666 -0.9705
H -0.7527 -1.6801 1.0364
H 0.3420 -1.4475 -1.3789
H 2.6856 -0.6436 0.1070
H 2.2979 0.3480 -1.3469
H 1.4763 1.9560 0.6625
H -0.3066 1.4087 -1.4011
```

LUMO (spin up / spin down) = 0.313 / 0.300 eV
energy above the lowest of the compared OMol25 structures with the same formula, charge and spin = 147.9 kcal/mol
E = -7414.6216 eV
Kohn-Sham gap (spin up / spin down) = 8.26 / 8.24 eV

natural (NBO) population analysis, charges in e, atoms 1 to 2: -0.41, -0.02


# C21H19ClLiN6

A molecular structure, C21H19ClLiN6 (ωB97M-V/def2-TZVPD, the Open Molecules 2025 dataset).

The geometry in XYZ format:
```
48
C21H19ClLiN6 | the Open Molecules 2025 dataset | ωB97M-V/def2-TZVPD
Li 0.0029 0.1636 -0.1501
C 1.2701 0.5619 2.3869
N 0.0136 -0.0577 1.9963
C -1.2330 0.5787 2.3921
C -2.2660 0.2749 1.3411
N -1.9660 -0.1420 0.1363
C -3.1919 -0.2309 -0.5301
C -3.4719 -0.6278 -1.8374
C -4.7925 -0.6208 -2.2339
C -5.8210 -0.2338 -1.3569
C -5.5587 0.1585 -0.0605
C -4.2218 0.1520 0.3241
N -3.5936 0.4693 1.5239
C 2.2907 0.2624 1.3222
N 1.9764 -0.1267 0.1120
C 3.1973 -0.2281 -0.5623
C 3.4628 -0.6087 -1.8772
C 4.7818 -0.6252 -2.2800
C 5.8224 -0.2782 -1.4010
C 5.5741 0.0971 -0.0966
C 4.2391 0.1158 0.2941
N 3.6234 0.4262 1.5019
H 1.6389 0.2441 3.3687
H 1.1267 1.6445 2.4447
H 0.0081 -1.0440 2.2219
H -1.0772 1.6605 2.4311
H -1.5955 0.2790 3.3819
H -2.6863 -0.9329 -2.5156
H -5.0450 -0.9234 -3.2408
H -6.8438 -0.2465 -1.7080
H -6.3530 0.4546 0.6108
H -4.0367 0.7645 2.3769
H 2.6687 -0.8846 -2.5579
H 5.0232 -0.9166 -3.2929
H 6.8435 -0.3097 -1.7560
H 6.3786 0.3597 0.5766
H 4.0763 0.6798 2.3630
Cl -2.7828 5.0341 -0.5063
C -1.2372 4.2654 -0.5569
C -0.0707 5.0073 -0.5672
C 1.1314 4.3226 -0.6119
C 1.1173 2.9382 -0.6331
N -0.0117 2.2218 -0.6141
C -1.1718 2.8821 -0.5864
H -0.1080 6.0879 -0.5482
H 2.0703 4.8577 -0.6342
H 2.0393 2.3713 -0.6806
H -2.0805 2.2939 -0.6022
```

LUMO = -2.242 eV
E = -43752.3649 eV
net charge = +1
Kohn-Sham gap = 9.24 eV

natural (NBO) population analysis, charges in e, atoms 1 to 2: 0.87, -0.27


# C2H11NO3

4 unconnected molecules or ions with the total composition C2H11NO3 (ωB97M-V/def2-TZVPD, the Open Molecules 2025 dataset).

The geometry in XYZ format:
```
17
C2H11NO3 | the Open Molecules 2025 dataset | ωB97M-V/def2-TZVPD
C -0.0454 -0.6255 1.6072
C -1.1559 0.1169 1.6752
N -1.2631 1.2571 0.8928
H 0.8307 -0.3737 1.0307
H 0.1092 -1.4941 2.2560
H -2.0785 -0.2424 2.0911
H -0.3743 1.6396 0.5974
H -1.9976 1.9273 1.0293
H -0.9375 -1.8005 -0.5131
H -1.2745 -0.3027 -0.6037
O -1.1810 -1.1042 -1.1374
H 1.4647 -1.5500 -2.3526
H 0.5607 -0.5669 -1.5584
O 1.4883 -0.7962 -1.7632
H 2.3034 1.1151 -0.4258
H 1.8250 1.1723 -1.8336
O 1.7259 1.6278 -0.9921
```

LUMO = 0.863 eV
SMILES string = C=CN.O.O.O
energy above the lowest of the compared OMol25 structures with the same formula, charge and spin = 15.1 kcal/mol
E = -9884.5453 eV
Kohn-Sham gap = 9.48 eV

natural (NBO) population analysis, charges in e, atoms 1 to 2: -0.55, 0.00


# C6H67BO35

31 unconnected molecules or ions with the total composition C6H67BO35 (ωB97M-V/def2-TZVPD, the Open Molecules 2025 dataset).

The geometry in XYZ format:
```
109
C6H67BO35 | the Open Molecules 2025 dataset | ωB97M-V/def2-TZVPD
C -2.0920 -1.1256 -4.6887
C -2.6866 -1.2860 -3.3056
O -1.6682 -1.6047 -2.3332
B -1.2756 -0.5783 -1.5118
O -1.0480 -0.8289 -0.1956
C -0.9949 0.8681 -2.1202
C -0.0337 1.3039 -2.9465
C -0.3384 2.7686 -3.1793
O 0.0063 3.3938 -4.1290
O -1.1298 3.1759 -2.1323
C -1.8766 2.0370 -1.8065
O -2.9942 2.0715 -1.4077
H -1.2047 -0.4896 -4.6820
H -1.7733 -2.1027 -5.0491
H -2.8090 -0.7012 -5.3796
H -3.3205 -0.4436 -3.0159
H -3.3532 -2.1497 -3.3310
H -0.9371 0.0067 0.2774
H 0.7660 0.7235 -3.3846
O -4.4964 2.0983 1.0860
H -4.4720 1.1528 1.2999
H -4.0718 2.1542 0.2228
O 2.8253 2.6938 -3.5315
H 2.2605 2.8712 -4.2921
H 2.5258 3.3183 -2.8608
O 0.3188 -3.1619 -4.4356
H 0.0599 -2.8620 -3.5560
H 1.0103 -3.8192 -4.2583
O 1.6066 -0.4818 -4.9921
H 1.2422 -1.3727 -4.8832
H 2.0253 -0.4960 -5.8576
O 1.1304 -0.1389 1.3448
H 1.2658 -0.9605 0.8536
H 1.0690 -0.4229 2.2631
O 3.2909 -2.0918 0.8275
H 3.6342 -1.1920 0.7406
H 3.6691 -2.5656 0.0795
O 3.0415 -4.1828 -3.4096
H 3.1496 -5.0855 -3.0954
H 3.5894 -4.1418 -4.2033
O -4.3284 -0.6685 1.9814
H -4.4051 -0.4283 2.9124
H -3.7232 -1.4210 1.9778
O 5.8077 -5.0251 -4.4578
H 6.1835 -4.1393 -4.5221
H 6.3379 -5.5432 -5.0739
O 2.4848 -4.1193 -6.3241
H 1.5380 -4.0293 -6.1681
H 2.5745 -4.9882 -6.7371
O 3.8481 1.5320 1.0926
H 2.9319 1.3035 1.3011
H 4.2451 1.7448 1.9429
O -3.9175 2.6855 4.0366
H -3.9213 2.5355 3.0824
H -4.3300 3.5475 4.1521
O -4.3073 -3.6111 2.5825
H -5.1995 -3.4349 2.8983
H -4.3829 -4.4345 2.0907
O 3.5956 -6.9391 -6.8657
H 3.3199 -7.4508 -6.0974
H 4.2390 -6.3127 -6.5131
O -3.5057 2.8573 7.1612
H -3.5284 2.7596 6.2018
H -3.9249 3.7094 7.3358
O 6.6340 -7.8776 -2.8538
H 6.5716 -7.1463 -3.4781
H 6.6852 -7.4379 -1.9982
O 8.2187 -5.2259 -1.9056
H 7.9839 -4.9028 -1.0297
H 8.9116 -5.8774 -1.7457
O -4.5408 4.8225 9.0683
H -5.1185 5.4805 9.4708
H -4.5071 4.1055 9.7149
O -4.3944 7.1517 6.9409
H -4.9714 7.8177 7.3257
H -4.3604 6.4472 7.5990
O -4.0663 6.0471 11.4582
H -4.1171 6.2279 12.4020
H -3.4535 5.3075 11.3800
O -2.1146 4.6972 0.2935
H -1.6546 4.4883 -0.5265
H -2.9946 4.3207 0.1899
O 5.6976 1.3725 -3.0426
H 5.6217 0.9148 -2.2003
H 4.8917 1.9000 -3.0981
O 1.1586 5.0888 -1.0685
H 0.5919 5.2584 -1.8294
H 0.8683 5.7332 -0.4099
O 1.2657 4.2440 1.7613
H 1.7614 4.0590 0.9545
H 0.3932 3.8721 1.5884
O -4.9827 -0.5311 -5.6224
H -5.4819 -0.4926 -6.4450
H -5.3951 0.1363 -5.0633
O -0.5042 -5.2800 -2.6481
H -1.2154 -4.6491 -2.4900
H -0.5380 -5.8763 -1.8933
O -7.1797 3.7389 9.9135
H -6.7456 3.6215 9.0603
H -8.0624 3.3757 9.7942
O 9.3717 -8.8196 -3.2804
H 8.4196 -8.7377 -3.1207
H 9.4835 -9.6842 -3.6851
O -4.0060 2.5728 10.9093
H -3.9341 1.8138 10.3199
H -4.0967 2.2015 11.7913
O 3.5047 6.6934 1.7673
H 3.0312 5.8583 1.8596
H 3.8268 6.6881 0.8606
```

LUMO = -1.062 eV
E = -79652.2456 eV
Kohn-Sham gap = 9.49 eV

Löwdin population analysis, charges in e, atoms 1 to 2: -0.06, -0.21


# C6H5ClFNO2

A single C6H5ClFNO2 molecule (ωB97M-V/def2-TZVPD, the Open Molecules 2025 dataset).

The geometry in XYZ format:
```
16
C6H5ClFNO2 | the Open Molecules 2025 dataset | ωB97M-V/def2-TZVPD
C 1.5404 1.0916 0.4465
C 0.2573 1.7487 0.4911
C 1.7155 -0.1366 -0.0380
C -0.8726 1.1671 0.1112
C 0.6493 -1.0124 -0.6063
C -0.7688 -0.5008 -0.5119
N -1.6359 -1.2696 0.4180
O -1.0799 -1.9463 1.2525
O -2.8236 -1.1243 0.2913
F -1.3986 -0.4717 -1.7104
Cl -2.4417 1.7795 0.0316
H 2.3858 1.6543 0.8108
H 0.2248 2.7660 0.8427
H 2.6987 -0.5765 -0.0562
H 0.8617 -1.1816 -1.6667
H 0.6877 -1.9874 -0.1061
```

spin multiplicity = 3
LUMO (spin up / spin down) = 0.061 / -2.827 eV
energy above the lowest of the compared OMol25 structures with the same formula, charge and spin = 0.0 kcal/mol
E = -27120.6083 eV
Kohn-Sham gap (spin up / spin down) = 6.14 / 8.03 eV

natural (NBO) population analysis, charges in e, atoms 1 to 2: -0.22, -0.30